1.
Below is C38H23AsCl2F15GeN4OPtS3 as an isolated structure at a distorted geometry, with properties calculated with wB97M-V/def2-TZVPD.

Positions of all 89 atoms, in Å:
F: -5.42063 1.52188 -4.91040
H: 1.37010 0.03750 5.46736
C: 3.09696 -0.46876 1.64042
H: 1.60079 0.67810 2.53264
C: 1.00018 -1.16112 -4.43254
C: -3.80531 2.38398 1.05637
N: -0.81658 -2.36858 0.22748
C: -0.90232 2.66440 4.11643
H: 5.09364 2.77045 1.52825
F: 3.93528 2.59095 -7.08900
C: 2.71743 -2.85388 -4.68720
H: 0.31825 -0.54042 6.76068
C: 2.23549 -1.69023 -4.11107
N: 4.32945 -0.47275 1.13376
F: -3.49956 3.01823 -6.15554
H: 1.96037 -2.33492 4.89831
F: 2.64960 0.50886 -5.90467
C: -3.75705 0.37330 -3.69515
H: 2.75545 2.71706 2.48538
F: -0.93169 -1.27719 -5.74712
F: -0.89112 2.63068 -5.56432
C: 3.09998 2.81440 -6.07847
C: -0.82131 1.59643 3.19389
C: 5.01476 0.63656 1.08944
H: -1.88742 -0.51359 5.48889
F: -2.02195 -0.78783 -2.58686
F: 2.35951 -4.63361 -6.19156
As: -0.45682 -2.12081 4.13277
H: 2.05522 -0.82094 6.84726
F: 0.52972 3.43434 -2.95198
S: 2.24545 -1.91878 1.72294
H: 0.84301 -2.91306 6.14224
C: -2.63586 0.43723 0.31721
C: -3.15793 2.10118 -5.25681
F: -4.68112 -0.33931 -3.04621
C: -4.13711 1.33846 -4.62500
S: 0.71906 0.51913 -1.35086
H: 0.10266 -4.16602 1.94348
C: 1.93234 -3.50480 -5.63886
C: 0.25195 -1.80049 -5.39998
C: 0.70338 -2.96538 -6.01347
C: 4.51566 1.86439 1.57097
C: -2.31195 -2.44779 6.37441
H: -1.46515 -2.45143 7.05984
C: 0.24305 -4.63316 2.92165
F: -0.03585 -3.57031 -6.93918
C: -2.91338 3.53014 3.09332
C: -1.83675 1.55164 2.17105
Ge: 0.48522 0.53494 -3.52307
H: -2.50577 -3.47245 6.05884
C: -2.40830 0.18218 -3.43630
Pt: -0.23728 -1.16886 1.74511
F: 2.97347 -1.00744 -3.22009
C: 1.03988 -2.09583 5.43802
H: 6.00274 0.56608 0.65499
F: 3.46139 5.13651 -6.25201
H: 0.10919 -5.70731 2.81167
C: -2.86997 2.51934 2.09759
H: -0.65991 -4.55762 4.88905
C: -3.67937 1.35243 0.16011
F: 1.77381 5.58654 -4.14915
C: 2.00455 4.34591 -4.57311
C: -2.04148 -1.54848 5.17275
H: -4.61979 3.08535 0.96724
C: 2.86837 4.11717 -5.64373
C: -0.41943 -2.78456 -0.80337
S: 0.04755 -3.38832 -2.18937
Cl: -4.17414 4.69046 3.08981
H: -2.89434 -1.56519 4.48708
H: 1.26644 -4.44592 3.25052
H: -3.18581 -2.09070 6.91683
C: 1.20331 -0.77352 6.17236
C: -1.81746 1.89517 -4.94174
N: -1.76375 0.53536 1.29585
C: -0.75492 -4.05783 3.91875
C: 3.24731 1.83985 2.08964
F: 3.90217 -3.34699 -4.33838
O: 0.08206 0.68962 3.24237
C: 1.39058 3.25819 -3.97091
H: -2.51191 -0.40194 -0.34976
C: 1.58694 1.95701 -4.39465
N: 2.55859 0.69038 2.12811
H: -1.77608 -4.20729 3.55426
C: 2.44727 1.75403 -5.45554
H: -1.97875 4.35887 4.82193
C: -1.94085 3.58713 4.07120
C: -1.41663 0.94083 -4.02640
H: -4.38656 1.22923 -0.64455
Cl: 0.29980 2.80356 5.33790

The total energy comes out at -9800.70380 a.u. The HOMO energy (spin up / spin down) comes out at -10.21 / -10.21 eV. As for the total charge: +1. Its spin multiplicity is 1. The gap between HOMO and LUMO (spin up / spin down) is 3.6 / 3.6 eV.

2.
Below is C38H23N9OV as an isolated structure at a distorted geometry, with properties calculated with wB97M-V/def2-TZVPD.

Positions of all 72 atoms, in Å:
C: -5.06698 0.98602 -1.06169
C: -1.44225 -4.09608 1.08939
C: -2.76326 -0.15933 -0.74524
C: 1.76630 2.59180 -4.36207
C: 0.05886 3.76456 2.74142
H: 0.85865 2.98351 -4.79188
N: -3.13953 -1.28876 -0.20984
H: -2.96782 3.53926 -3.16491
C: 0.11751 2.49401 2.17976
H: -4.50020 -6.27863 0.32728
H: 5.00835 0.98609 -2.86517
N: -1.48011 0.17753 -1.09705
C: 4.13683 2.10041 -4.49765
O: 0.84201 0.19097 2.45146
C: 2.91328 -0.78381 0.29581
C: -1.56044 1.32796 -1.83821
C: 5.61406 -1.99743 2.65109
H: -0.50004 -5.88663 1.81569
C: -3.72788 -4.28688 0.26797
H: 0.83245 4.09014 3.41778
N: -0.81417 2.03521 1.34396
H: 5.05527 2.15968 -5.06163
C: -2.51681 -6.20532 1.11988
C: -1.98831 4.10447 1.57466
H: 2.05836 1.65410 1.79863
C: 1.67638 -2.27654 1.33972
H: -1.08501 5.57800 2.85647
H: -2.60801 2.41359 0.41143
C: -2.60569 -3.52813 0.54359
N: -0.99848 -1.85897 0.63438
V: 0.04980 -0.31416 -0.03413
N: 1.65721 -1.32929 0.34988
N: 0.73746 -3.14766 1.59736
H: 5.22567 -3.43692 4.18633
H: 6.66055 -1.92897 2.90625
H: -4.60197 -3.83212 -0.17047
C: 1.24204 1.54467 2.52501
H: 0.14354 0.03195 3.10634
C: -4.91207 2.98380 -2.42311
H: 1.62986 1.77346 3.52693
H: -2.84562 4.70256 1.30590
N: 3.32526 0.08336 -0.59067
C: -2.28784 -2.14180 0.28606
C: 3.77093 -1.38246 1.29524
C: -5.66015 2.07942 -1.66801
C: 2.96708 -2.30824 1.98312
C: -3.66086 -5.64103 0.56008
C: -3.69587 0.83592 -1.21677
H: -5.63675 0.26881 -0.49096
C: 4.79930 -2.87026 3.37240
C: -1.38873 -5.44572 1.39484
C: 0.68427 1.60168 -2.22120
C: 2.50628 0.73657 -1.36863
H: 3.02253 3.12981 -6.00170
C: -1.00951 4.58843 2.43001
C: 2.92381 1.40564 -2.58409
C: 1.75471 1.96396 -3.12790
C: -2.93441 1.76551 -1.95027
N: -0.56243 1.91732 -2.43820
C: 4.12723 1.45735 -3.26904
C: -0.47180 -3.02205 1.13213
N: 1.15761 0.86939 -1.16523
C: -3.54347 2.84330 -2.57759
C: 2.97795 2.65703 -5.03308
H: 2.84147 -3.74563 3.57601
C: -1.84650 2.82507 1.06109
H: 5.73733 -0.55271 1.04828
H: -6.72322 2.23437 -1.56031
C: 3.46660 -3.04806 3.04384
H: -5.41525 3.81335 -2.89369
C: 5.11367 -1.23056 1.61069
H: -2.49902 -7.26594 1.32221

The total energy comes out at -2973.88886 a.u. The HOMO energy (spin up / spin down) comes out at -9.06 / -9.05 eV. The calculation puts the energy relative to the best compared isomer or geometry (same formula, charge and spin) at 135.47 kJ/mol. As for the total charge: +1. Its spin multiplicity is 3. The gap between HOMO and LUMO (spin up / spin down) is 4.9 / 4.7 eV.

3.
Below is C38H27BaF2N5O2Se2 as an isolated structure at a distorted geometry, with properties calculated with wB97M-V/def2-TZVPD.

Positions of all 77 atoms, in Å:
H: -6.56835 2.53341 0.88149
C: -0.57855 1.81943 4.49298
C: 0.38049 1.19006 2.35642
H: -0.09238 -3.25126 -0.93268
C: -3.77389 -1.06732 0.25903
N: 4.68225 -0.94043 0.35460
H: -6.15638 0.12292 0.58181
C: 4.99609 -2.17374 0.69646
C: -1.39301 -0.64799 -0.00859
H: 4.48999 1.00659 1.01276
C: 1.46091 -1.99552 2.36059
H: 3.06967 -4.34379 -4.49289
C: -4.01930 0.32253 0.41257
C: -0.37062 2.67859 -0.65412
C: -2.66900 1.11124 -2.92298
H: -2.32257 -2.59183 -0.04757
H: -0.17795 5.81517 -2.97154
H: 0.78143 -5.34255 -4.58285
C: 5.37491 -1.58276 2.96771
C: 4.74079 -0.00630 1.31252
C: -5.56071 2.16054 0.75199
C: 0.57720 -3.55207 -1.72681
H: 2.07338 -2.58430 1.67412
N: 1.79120 -2.99713 -1.69098
C: -3.18910 2.59965 0.60878
H: 0.76094 3.86579 0.74968
C: -2.92181 1.21579 0.41308
C: 0.31943 3.82629 -0.23530
C: 1.14141 0.22876 3.05186
H: -0.81952 -4.82750 -2.72908
H: 5.10102 0.52889 3.34943
N: -0.36835 0.45720 -2.80559
H: 0.41565 -2.04425 2.05000
C: -2.00229 -1.02321 -3.74241
C: 2.64122 -3.29988 -2.66292
H: 0.09224 -1.40814 -3.55322
C: -2.50977 -1.53127 0.07743
C: -3.00727 -0.09302 -3.50633
H: -1.27356 2.43125 5.05496
C: 0.24004 0.91788 5.16452
C: -0.51118 1.95936 3.11785
O: 1.93398 -0.64923 2.29284
O: -0.20811 -1.13215 -0.29313
C: 5.08587 -0.26920 2.62164
C: -4.46749 3.05359 0.77042
C: -0.90938 2.62548 -1.95447
H: -4.61409 -1.75201 0.29097
F: -1.35027 3.72593 -3.97448
C: 1.06369 -4.68678 -3.76913
H: 5.56428 -3.59070 2.22456
H: -4.63975 4.11247 0.91922
H: -2.36988 3.30438 0.63155
Se: 5.13338 -3.55850 -0.64278
C: 1.10164 0.11308 4.42725
H: 1.72653 -0.62638 4.91524
H: -3.41293 1.86439 -2.70090
N: 0.63292 1.28219 1.01604
C: -1.34173 1.34677 -2.57767
H: 1.56502 -2.40009 3.36989
C: -1.60680 0.71220 0.18576
H: 0.19721 0.82622 6.24132
C: -0.22356 4.94727 -2.33351
H: -4.03510 -0.30824 -3.76744
H: 5.62891 -1.84558 3.98618
C: 2.33364 -4.12980 -3.73146
C: 0.36154 4.91004 -1.07786
C: -0.71096 -0.69827 -3.37793
Se: 4.39977 -2.51647 -2.57336
C: 5.33520 -2.55946 1.99022
N: -0.49610 1.60486 0.19898
Ba: 1.83490 -0.09617 -0.66520
H: -1.14718 2.66882 2.60180
H: -2.21397 -1.98241 -4.19499
C: -0.83629 3.77408 -2.72576
C: 0.17651 -4.40723 -2.74393
C: -5.33089 0.82631 0.58382
F: 0.99477 6.02353 -0.65050

The total energy comes out at -6916.68347 a.u. The HOMO energy comes out at -6.11 eV. The calculation puts the energy relative to the best compared isomer or geometry (same formula, charge and spin) at 0.00 kJ/mol. As for the total charge: 0. Its spin multiplicity is 1. The gap between HOMO and LUMO is 5.5 eV.

Question: Among the records above, which one has the highest spin multiplicity?
Answer: C38H23N9OV

Question: Which of these has the lowest total charge?
Answer: C38H27BaF2N5O2Se2

Question: total energy of number 2 (C38H23N9OV)?
Answer: -2973.88886 a.u.

Question: Among the records above, which one has the lowest total energy?
Answer: C38H23AsCl2F15GeN4OPtS3